[1]
Entry from the OMol25 dataset: a cluster of 2 separate species, C4H8NOPS in total in a non-equilibrium geometry (ωB97M-V/def2-TZVPD).

Properties
SMILES string	C=[N+](C)[S-].C#COP
HOMO energy (spin up / spin down)	-8.14 / -8.14	eV
max |F|	1.4	eV Å⁻¹
gap between HOMO and LUMO (spin up / spin down)	0.297 / 0.297	hartree
total charge	0
energy	-1026.5829	Ha
energy relative to the best compared isomer or geometry (same formula, charge and spin)	3.881	eV
spin multiplicity	1

```
16
C4H8NOPS | the OMol25 dataset | ωB97M-V/def2-TZVPD
H 2.670 -2.400 -0.940
H 2.720 -1.919 0.775
N 0.940 -1.477 -0.258
H 0.847 -1.008 1.754
H -0.752 -1.021 0.813
O -1.652 0.926 -0.671
H 2.852 -0.695 -0.509
S 0.224 -1.650 -1.726
H -4.155 2.297 1.412
C -2.560 1.471 0.077
H -0.114 2.375 0.282
C 2.381 -1.636 -0.221
C -3.365 1.904 0.851
P -0.075 1.438 -0.774
C 0.319 -1.100 0.822
H -0.280 2.494 -1.688
```


[2]
Entry from the OMol25 dataset: a cluster of 2 separate species, C16H17N in total in a non-equilibrium geometry (ωB97M-V/def2-TZVPD).

Properties
HOMO energy (spin up / spin down)	1.01 / -3.08	eV
max |F|	2.5	eV Å⁻¹
⟨S²⟩	0.77
gap between HOMO and LUMO (spin up / spin down)	0.070 / 0.218	hartree
total charge	-1
energy	-674.5891	Ha
energy relative to the best compared isomer or geometry (same formula, charge and spin)	0.564	eV
spin multiplicity	2

```
34
C16H17N | the OMol25 dataset | ωB97M-V/def2-TZVPD
C 2.258 -1.240 -1.873
H 1.559 -1.687 -1.168
C -1.002 0.118 1.654
C 1.874 0.966 -3.054
H 2.176 -0.002 1.984
C 0.914 -0.986 -3.999
H -4.269 0.040 3.653
H -2.147 -0.436 4.803
H 1.919 -1.028 4.688
H 2.368 1.522 -2.262
H -4.317 0.079 1.173
C 1.013 -0.449 4.772
H 0.286 -1.088 5.270
C 0.440 -0.087 3.423
H 1.343 2.799 -4.058
H 0.291 1.775 -5.933
H 2.779 -2.096 -2.318
H -2.199 0.324 -0.114
C -3.366 0.034 1.686
C 1.135 -0.103 2.244
H -0.103 -0.817 -5.818
C -0.934 -0.061 3.051
C 0.485 -0.256 -5.100
C -3.349 -0.085 3.093
C -2.143 -0.108 3.766
C 1.323 1.716 -4.087
H 0.814 -2.060 -4.072
C 1.709 -0.406 -3.001
H 0.570 0.154 0.239
H 1.116 0.436 5.402
C -2.208 0.154 0.952
H 3.070 -0.663 -1.428
C 0.659 1.118 -5.153
N 0.262 0.003 1.190
```


[3]
Entry from the OMol25 dataset: a structure of composition C32H27BrIN5O10SV in a non-equilibrium geometry (ωB97M-V/def2-TZVPD).

Properties
HOMO energy (spin up / spin down)	-1.18 / -1.38	eV
max |F|	4.8	eV Å⁻¹
⟨S²⟩	3.80
gap between HOMO and LUMO (spin up / spin down)	0.169 / 0.177	hartree
total charge	-2
energy	-6475.8237	Ha
energy relative to the best compared isomer or geometry (same formula, charge and spin)	1.748	eV
spin multiplicity	4

```
78
C32H27BrIN5O10SV | the OMol25 dataset | ωB97M-V/def2-TZVPD
H 0.068 -1.091 5.132
O -0.003 0.619 -2.714
C 1.767 2.655 -0.902
N 1.504 1.469 -0.282
C 0.141 -2.423 0.583
O -1.564 -0.974 3.928
H 3.969 -2.800 2.899
C 4.608 1.224 -2.889
H -6.653 -0.345 2.898
C 1.420 3.887 -0.154
C 4.294 1.466 -4.258
H -3.481 -0.645 5.810
N 3.886 0.224 -2.124
H 7.723 2.654 -2.749
C -6.338 -1.210 -3.450
O 0.106 0.958 1.519
C 5.249 1.928 -5.088
O -1.480 1.398 -0.850
H -0.090 -2.851 -0.388
C -3.364 -1.083 2.400
C 6.535 2.296 -4.541
H -1.101 0.226 5.582
C -5.174 -0.484 4.481
N 2.173 -2.584 1.733
H -1.507 -1.457 6.056
C -7.551 -1.480 -2.839
S -1.399 0.312 -2.139
C -3.832 -0.677 4.776
C 1.591 -2.118 0.642
H -0.182 -3.196 1.324
H -1.322 0.974 0.023
H 6.329 -1.941 0.898
C -0.992 -0.813 5.274
H 5.843 1.806 -1.306
N -4.397 -0.823 -0.337
C -6.580 -1.264 -0.761
C -4.745 -0.853 2.148
C 4.389 -0.255 -0.982
O -2.415 0.724 -3.059
O 1.775 -1.268 -1.551
H -8.355 -1.629 -3.547
C 0.870 1.733 0.923
C -5.193 -0.918 -2.733
C 3.670 -1.021 -0.135
H 6.763 0.118 2.296
I 2.336 1.031 -4.981
H 7.438 2.627 -5.165
H 0.022 3.621 1.519
H 5.044 2.191 -6.125
C 6.792 2.259 -3.234
H -4.231 -0.545 -3.212
H -8.734 -1.661 -1.053
H -3.387 -1.067 -0.221
C 0.979 3.246 1.215
H 0.593 4.457 -0.622
C 5.811 1.773 -2.389
O -1.442 -1.036 -1.680
H -6.353 -1.168 -4.505
C 3.465 -2.320 1.949
H -0.470 -1.484 0.786
O 6.103 -0.003 1.521
C -5.277 -1.062 -1.400
N -6.498 -1.083 0.560
C -5.224 -0.893 0.820
C 2.323 -1.553 -0.430
O -2.568 -1.447 1.509
O 2.294 2.660 -2.061
C -2.912 -0.969 3.773
C -7.751 -1.593 -1.489
C -5.658 -0.543 3.159
H 2.201 4.658 -0.019
H 1.693 3.495 2.002
V 1.882 0.630 -2.170
H 5.404 -0.074 -0.594
C 5.619 -1.316 1.502
H 5.685 -1.809 2.485
Br -6.312 0.007 5.891
C 4.171 -1.499 1.112
```


[4]
Entry from the OMol25 dataset: a cluster of 2 separate species, C3H7NOS in total in a non-equilibrium geometry (ωB97M-V/def2-TZVPD).

Properties
HOMO energy	-8.02	eV
max |F|	4.3	eV Å⁻¹
gap between HOMO and LUMO	0.313	hartree
total charge	0
energy	-646.5313	Ha
energy relative to the best compared isomer or geometry (same formula, charge and spin)	4.915	eV
spin multiplicity	1

```
13
C3H7NOS | the OMol25 dataset | ωB97M-V/def2-TZVPD
H -1.083 2.560 0.881
H -0.979 -1.776 -1.012
C -0.610 1.803 0.078
N -0.500 0.491 0.597
H -0.361 0.756 1.600
C -0.138 -2.095 -0.240
H -1.135 1.714 -0.900
O 1.130 -1.508 -0.500
H 0.378 2.348 -0.108
S 2.276 0.894 -0.416
H 0.195 -3.096 -0.385
C 1.286 -0.277 -0.310
H -0.460 -1.813 0.715
```